Computed, not measured: a structure of composition C30H28NO, with ωB97M-V/def2-TZVPD.

XYZ file:
```
60
Properties=species:S:1:pos:R:3:forces:R:3
C -3.8391 -2.9963 -2.4069 0.117 -0.092 0.013
C -4.1309 -1.6674 -2.0666 0.207 0.201 -0.054
C -3.0932 -0.7518 -1.9828 0.586 -0.273 0.460
C -1.7313 -1.1434 -2.2109 -0.966 -0.142 -0.095
C -0.6557 -0.2628 -1.8346 -0.037 -0.659 0.455
C -0.8381 0.9551 -1.1105 0.359 2.689 -0.492
N 0.6448 -0.7203 -2.1395 -0.370 1.376 0.273
C 1.1609 -1.7948 -1.4330 -0.416 -2.324 1.429
C 2.5785 -2.1737 -1.7264 0.487 -0.090 -0.301
C 3.1878 -3.1038 -0.8668 0.185 0.019 -0.030
C 4.4827 -3.5664 -1.1392 -0.668 0.334 0.008
C 5.1777 -3.1136 -2.2594 -0.442 0.118 0.080
C 4.5820 -2.1937 -3.1150 -0.667 0.533 -0.240
C 3.2816 -1.7214 -2.8672 -0.042 -0.218 0.614
O 0.4584 -2.4587 -0.6551 1.275 1.408 -1.496
C -1.4993 -2.4587 -2.7102 -0.270 -0.267 0.230
C -2.5414 -3.4025 -2.7377 0.711 0.934 -0.036
H -4.6362 -3.7332 -2.4197 0.042 0.111 -0.016
H -5.1568 -1.3471 -1.8419 0.523 -0.253 -0.184
H -3.2916 0.2752 -1.6767 -0.107 -0.306 -0.118
H 0.0569 1.6265 -1.1117 -0.701 -0.636 -0.288
H -1.7611 1.4980 -1.4068 0.772 -0.299 0.043
H 1.3184 0.0051 -2.4008 -0.346 -0.336 0.348
H 2.6324 -3.4607 0.0136 0.293 0.192 -0.548
H 4.9268 -4.2884 -0.4720 0.104 -0.056 0.036
H 6.1695 -3.4833 -2.4763 0.043 -0.003 0.039
H 5.1055 -1.8205 -3.9974 -0.089 -0.213 0.293
H 2.7946 -1.0107 -3.5474 0.396 -0.373 0.139
H -0.4908 -2.7712 -3.0069 -0.572 0.176 0.193
H -2.2960 -4.4350 -3.0014 -0.310 0.422 0.013
C 3.1702 -1.8857 3.0177 0.099 -0.263 0.040
C 2.0101 -1.0880 2.5102 -0.439 0.222 -0.484
C 0.7649 -1.6967 2.2680 0.700 -0.703 0.530
C -0.3046 -0.9851 1.7840 -0.888 0.691 -0.481
C -0.1944 0.3986 1.4802 1.093 -0.846 0.083
C -1.2298 1.1745 0.7638 -1.173 -2.499 1.135
C -1.6306 2.4669 1.3892 -0.384 0.982 -0.364
C -2.8703 3.0091 0.9880 0.279 0.408 -0.729
C -3.2139 4.3291 1.2317 -0.092 0.177 0.300
C -2.3890 5.1458 2.0194 -0.144 -0.044 -0.033
C -2.7605 6.5918 2.2341 0.006 0.210 -0.495
C -1.2520 4.5807 2.6041 -0.363 -0.351 -0.158
C -0.9315 3.2351 2.3610 0.676 0.440 -0.395
C 1.0486 0.9931 1.7437 -0.063 0.372 -0.555
C 2.1349 0.2720 2.2201 0.002 -0.165 0.263
H 3.9579 -1.2169 3.3779 -0.129 -0.260 0.130
H 2.8313 -2.5718 3.8084 0.291 0.296 -0.110
H 3.6137 -2.5123 2.2292 -0.164 0.184 0.095
H 0.6955 -2.7895 2.4562 -0.211 0.902 -0.116
H -1.2591 -1.4983 1.6188 0.378 0.188 -0.065
H -2.1369 0.5795 0.5416 0.404 0.189 0.713
H -3.5470 2.4088 0.3888 0.112 -0.031 -0.164
H -4.1120 4.7855 0.7896 0.327 -0.481 0.294
H -1.8700 7.1756 2.5087 -0.399 -0.116 0.086
H -3.1389 6.9963 1.2732 0.104 -0.077 0.591
H -3.5567 6.7218 2.9956 0.524 -0.128 -0.365
H -0.6073 5.2389 3.2094 -0.358 -0.712 -0.084
H -0.0855 2.8428 2.9235 -0.158 -0.047 -0.434
H 1.1689 2.0528 1.4983 0.168 -0.437 0.013
H 3.0967 0.7654 2.3731 -0.299 -0.072 -0.013
```
Forces are in eV/Å.

The calculation puts the relative energy (zero: lowest compared OMol25 entry of this formula, charge and spin) at 164.2 kJ/mol. For the LUMO energy, the calculation gives -0.196 Ha. The calculation puts the molar mass at 418.56 g mol⁻¹. The multiplicity is 1. The value obtained for the HOMO energy is -0.4151 Eh. The calculation puts the gap between HOMO and LUMO at 5.971 eV. The net charge is +1.

natural (NBO) charges in e: -0.1052, -0.2342, -0.1309, -0.0931, 0.4372, -0.5374, -0.6631, 0.6776, -0.2089, -0.0914, -0.2249, -0.1718, -0.2086, -0.1735, -0.5864, -0.0865, -0.2277, 0.2349, 0.2410, 0.2125, 0.2564, 0.2563, 0.4259, 0.2304, 0.2270, 0.2309, 0.2298, 0.2090, 0.2325, 0.2431, -0.6402, 0.0329, -0.2242, -0.0989, -0.1481, -0.0433, -0.0466, -0.1693, -0.2270, 0.0526, -0.6454, -0.2264, -0.1661, -0.1877, -0.2291, 0.2258, 0.2313, 0.2256, 0.2259, 0.2128, 0.2239, 0.2030, 0.2261, 0.2260, 0.2270, 0.2411, 0.2301, 0.2298, 0.2151, 0.2223